2 unconnected molecules or ions with the total composition C6H8OS2, computed with the ωB97M-V functional and the def2-TZVPD basis.

The geometry in XYZ format:
```
17
Properties=species:S:1:pos:R:3:forces:R:3:nbo_charge:R:1
C -0.71434 1.34113 -1.14132 -0.7 0.4 -0.2 -0.4204
C -1.33690 2.15176 1.07878 1.0 3.4 2.1 -0.3749
C -0.92658 0.34611 -0.22084 -0.2 0.1 -1.1 -0.0519
C -1.15179 0.82319 1.08414 -0.3 1.6 -0.8 -0.2859
C -1.05801 -1.09686 -0.49820 2.6 0.9 -1.6 -0.6214
C 2.20775 -1.49291 -0.53072 0.5 0.3 1.6 -0.7403
O 3.54810 -0.61292 1.57790 -0.6 -1.3 -0.8 -0.8814
S -0.98621 2.91319 -0.45258 -0.2 -1.1 0.7 0.4070
S 2.83676 -1.78206 0.97696 -0.3 1.4 -1.4 1.1430
H -0.65812 1.29143 -2.23734 0.1 -0.3 0.7 0.2345
H -1.33163 2.83202 2.03962 -0.3 -1.5 -2.2 0.2385
H -1.43465 -1.36718 -1.44827 -0.7 0.1 -1.1 0.2169
H -0.04481 -1.46998 -0.51713 -0.1 -0.6 0.4 0.2111
H -1.61554 -1.54876 0.21832 -1.5 -1.5 2.2 0.2170
H -1.13163 0.35346 2.01545 -0.2 -1.4 1.0 0.2283
H 2.32370 -0.49317 -0.98080 0.0 -0.6 0.2 0.2462
H 1.47391 -2.18846 -0.96395 1.0 0.0 0.2 0.2336
```
Forces are in eV/Å.

Output
E_LUMO, eV: -0.5
Highest occupied orbital energy, eV: -8.8
Relative energy (zero: lowest compared OMol25 entry of this formula, charge and spin), kJ/mol: 95.52
HOMO-LUMO gap, eV: 8.35
Electronic energy, a.u.: -1104.93995